1.
Molecular formula: C14H8F5MnN7O3
Method: DFT, the ωB97M-V functional and the def2-TZVPD basis

Properties
E_LUMO (alpha / beta) = -8.92 / -10.58 eV
charge = +2
expectation value of S² = 3.806
total energy = -2796.95253 hartree
HOMO-LUMO gap (alpha / beta) = 6.01 / 4.41 eV
multiplicity = 4

Last column: natural (NBO) charge in e.
Atoms and positions in Å:
Mn1 0.207 0.944 -0.578  1.384
N1 3.522 0.706 -0.645  -0.750
C1 2.904 -0.469 -0.821  0.635
N2 3.645 -1.539 -0.963  -0.536
C2 3.022 -2.708 -1.118  0.624
N3 3.732 -3.809 -1.227  -0.691
N4 1.658 -2.834 -1.170  -0.489
C3 0.992 -1.745 -1.027  0.467
N5 1.533 -0.506 -0.854  -0.600
C4 -0.489 -1.796 -1.068  0.145
C5 -1.177 -2.966 -1.288  -0.167
C6 -2.567 -2.928 -1.302  -0.089
C7 -3.209 -1.714 -1.118  -0.203
C8 -2.449 -0.580 -0.914  0.068
N6 -1.115 -0.622 -0.882  -0.441
H1 4.528 0.707 -0.604  0.446
H2 3.035 1.538 -0.377  0.397
H3 4.738 -3.775 -1.194  0.438
H4 3.266 -4.695 -1.323  0.433
H5 -0.622 -3.879 -1.447  0.275
H6 -3.137 -3.835 -1.454  0.262
H7 -4.287 -1.639 -1.129  0.267
H8 -2.923 0.382 -0.772  0.230
F1 -3.125 4.174 3.913  -0.244
C9 -2.323 3.345 3.279  0.304
C10 -1.577 2.414 3.987  0.311
F2 -1.672 2.376 5.299  -0.245
C11 -0.733 1.526 3.338  0.323
F3 -0.006 0.664 4.027  -0.258
C12 -0.635 1.558 1.959  0.142
O1 0.180 0.761 1.226  -0.588
C13 -1.402 2.490 1.302  0.271
F4 -1.218 2.434 -0.087  -0.344
C14 -2.239 3.396 1.897  0.288
F5 -2.945 4.262 1.191  -0.255
O2 1.385 3.614 -3.222  0.013
N7 0.699 2.769 -2.896  0.633
O3 0.805 1.981 -1.940  -0.457

=====

2.
Molecular formula: C32H75BF4N6O7
Method: DFT, the ωB97M-V functional and the def2-TZVPD basis

Properties
E_LUMO = 0.01 eV
charge = 0
total energy = -2543.42223 hartree
HOMO-LUMO gap = 9.75 eV
energy above the lowest of the compared OMol25 structures with the same formula, charge and spin = 0.8290 eV

Last column: Löwdin charge in e.
Atoms and positions in Å:
C1 -3.458 0.490 2.391  -0.140
C2 -2.333 0.814 1.423  -0.222
C3 -1.878 -0.480 0.653  -0.119
N1 -0.784 -0.371 -0.302  -0.264
C4 0.468 0.005 0.489  0.071
C5 -0.918 0.646 -1.280  -0.180
C6 -0.105 0.219 -2.423  -0.178
C7 0.292 -1.266 -2.295  -0.091
C8 -0.468 -1.688 -0.966  -0.050
H1 -3.143 -0.420 3.154  0.118
H2 -4.488 0.371 1.880  0.088
H3 -3.906 1.414 2.994  0.108
H4 -1.528 1.307 1.898  0.061
H5 -2.773 1.526 0.775  0.083
H6 -2.885 -0.994 0.172  0.163
H7 -1.636 -1.478 1.122  0.139
H8 0.307 0.753 1.124  0.033
H9 1.330 0.203 -0.245  0.131
H10 0.617 -0.863 1.100  0.086
H11 -0.702 1.732 -1.097  0.140
H12 -2.000 0.694 -1.518  0.148
H13 0.712 0.885 -2.772  0.094
H14 -0.709 0.368 -3.318  0.109
H15 1.335 -1.487 -1.851  0.121
H16 0.112 -1.670 -3.173  0.039
H17 0.187 -2.380 -0.442  0.108
H18 -1.445 -2.131 -1.276  0.137
B1 0.357 -5.370 1.057  -1.288
F1 0.378 -3.952 1.201  0.068
F2 0.117 -5.899 2.339  0.106
F3 -0.641 -5.605 0.151  0.148
F4 1.614 -5.814 0.700  0.139
C9 -1.617 3.630 -5.085  -0.133
C10 -2.787 3.874 -5.903  -0.283
N2 -3.766 4.042 -6.514  0.121
H19 -1.399 4.440 -4.468  0.020
H20 -1.685 2.627 -4.487  0.100
H21 -0.625 3.504 -5.640  0.098
C11 -1.529 -5.688 -3.393  -0.061
C12 -0.241 -5.017 -3.701  -0.220
N3 0.760 -4.394 -3.833  0.129
H22 -1.300 -6.526 -2.737  0.085
H23 -2.150 -5.327 -2.651  0.029
H24 -2.038 -6.066 -4.309  0.098
C13 3.687 -0.577 -3.994  -0.003
C14 4.616 0.188 -5.026  -0.209
N4 5.297 0.755 -5.749  0.099
H25 3.504 0.154 -3.219  0.055
H26 2.935 -0.972 -4.520  0.029
H27 4.177 -1.339 -3.545  0.022
C15 -4.852 -3.004 -2.116  -0.060
C16 -5.123 -1.587 -1.703  -0.273
N5 -5.306 -0.556 -1.330  0.141
H28 -3.875 -2.988 -2.305  -0.013
H29 -4.852 -3.911 -1.413  0.107
H30 -5.372 -3.318 -3.091  0.111
C17 2.735 5.061 -1.992  -0.044
C18 1.585 4.261 -2.584  -0.191
N6 0.719 3.562 -3.093  0.144
H31 3.462 4.640 -1.168  0.102
H32 3.307 5.158 -3.025  0.131
H33 2.327 5.954 -1.760  0.013
C19 -2.610 4.202 -1.060  -0.054
C20 -1.468 4.771 -0.155  -0.326
O1 -1.029 3.699 0.595  -0.145
H34 -2.977 5.067 -1.636  0.078
H35 -3.331 3.803 -0.506  0.016
H36 -2.377 3.593 -1.984  0.073
H37 -1.901 5.587 0.344  0.089
H38 -0.528 5.047 -0.675  0.092
H39 -0.032 3.875 0.992  0.130
C21 -0.851 -2.326 5.510  -0.083
C22 -0.346 -2.981 4.313  -0.301
O2 0.280 -2.071 3.381  -0.050
H40 -1.494 -1.658 5.317  -0.034
H41 -0.030 -1.577 6.007  0.132
H42 -1.228 -2.945 6.337  0.097
H43 -1.213 -3.579 3.933  0.125
H44 0.297 -3.715 4.534  0.078
H45 0.349 -2.683 2.679  0.012
C23 3.819 1.389 -0.598  -0.065
C24 4.633 2.461 0.017  -0.302
O3 5.783 1.933 0.704  -0.059
H46 4.428 1.045 -1.281  0.021
H47 2.898 1.671 -0.926  0.037
H48 3.672 0.573 0.117  0.096
H49 4.144 2.966 1.012  0.155
H50 4.860 3.199 -0.672  0.066
H51 6.490 2.430 0.348  0.055
C25 1.716 6.131 1.695  -0.065
C26 1.722 4.808 2.626  -0.262
O4 1.747 3.654 1.752  -0.094
H52 1.039 5.945 0.839  0.024
H53 2.717 6.142 1.070  0.088
H54 1.428 7.100 2.409  0.136
H55 0.997 4.837 3.272  0.042
H56 2.563 4.983 3.284  0.106
H57 1.408 3.017 2.342  0.004
C27 -0.522 1.440 4.640  -0.054
C28 1.005 1.243 4.602  -0.278
O5 1.370 1.390 3.258  -0.096
H58 -0.651 2.491 4.222  0.103
H59 -0.791 1.463 5.531  -0.037
H60 -1.344 0.589 4.199  0.139
H61 1.187 0.167 4.854  0.121
H62 1.350 1.997 5.234  0.097
H63 2.227 0.936 3.278  0.118
C29 3.537 -3.578 -1.463  -0.049
C30 3.895 -2.842 -0.099  -0.289
O6 2.701 -2.399 0.415  -0.085
H64 2.765 -4.431 -1.102  0.140
H65 4.391 -3.876 -1.916  0.033
H66 3.289 -2.922 -2.124  -0.041
H67 4.664 -2.137 -0.446  0.112
H68 4.330 -3.584 0.524  0.098
H69 2.001 -3.052 0.511  0.047
C31 -4.494 -3.019 1.722  -0.008
C32 -3.447 -4.154 1.513  -0.280
O7 -2.855 -3.920 0.305  -0.087
H70 -4.062 -2.106 1.930  0.015
H71 -5.019 -3.298 2.509  0.037
H72 -4.947 -2.915 0.836  0.019
H73 -3.749 -5.243 1.545  0.141
H74 -2.686 -4.133 2.261  0.082
H75 -2.340 -4.639 0.009  0.038

=====

3.
Molecular formula: C20H61CrHgO15S
Method: DFT, the ωB97M-V functional and the def2-TZVPD basis

Properties
E_LUMO (alpha / beta) = -4.39 / -4.39 eV
charge = +1
expectation value of S² = 6.016
total energy = -3523.03622 hartree
HOMO-LUMO gap (alpha / beta) = 6.42 / 7.06 eV
multiplicity = 5

Last column: Löwdin charge in e.
Atoms and positions in Å:
Hg1 0.294 1.950 -0.685  1.341
Cr1 -1.198 -3.249 0.911  0.963
S1 -0.314 -0.769 0.197  0.341
O1 -1.699 -1.234 0.358  -0.350
O2 0.487 -1.980 0.498  -0.350
O3 -0.094 -0.259 -1.158  -0.375
O4 -0.004 0.389 1.031  -0.370
O5 -1.173 -3.041 2.895  -0.378
H1 -0.499 -2.366 3.021  -0.056
C1 4.979 -2.562 -1.507  -0.069
C2 3.674 -2.956 -0.852  -0.270
O6 3.000 -1.784 -0.364  -0.133
H2 5.596 -3.440 -1.693  0.082
H3 5.535 -1.868 -0.872  0.079
H4 4.825 -2.031 -2.447  0.063
H5 3.808 -3.652 -0.022  0.122
H6 3.009 -3.399 -1.599  0.097
H7 2.128 -2.057 0.000  0.042
C3 3.026 4.333 1.813  -0.072
C4 1.570 4.085 2.110  -0.266
O7 1.027 2.932 1.435  -0.163
H8 3.227 5.353 2.160  0.087
H9 3.280 4.457 0.757  0.071
H10 3.702 3.632 2.292  0.068
H11 0.912 4.937 1.923  0.111
H12 1.417 3.956 3.186  0.131
H13 1.208 2.191 2.057  0.059
C5 -6.134 0.927 0.488  -0.073
C6 -5.006 -0.045 0.765  -0.291
O8 -3.781 0.483 0.285  -0.124
H14 -7.137 0.540 0.672  0.079
H15 -6.121 1.352 -0.516  0.075
H16 -6.099 1.760 1.196  0.070
H17 -5.190 -1.050 0.368  0.120
H18 -4.912 -0.221 1.842  0.099
H19 -3.073 -0.192 0.319  0.032
C7 -0.139 -5.553 -2.292  -0.057
C8 -1.389 -4.871 -1.744  -0.228
O9 -0.960 -3.619 -1.152  -0.191
H20 0.494 -5.835 -1.443  0.082
H21 0.388 -4.855 -2.936  0.060
H22 -0.308 -6.528 -2.752  0.087
H23 -1.879 -5.484 -0.992  0.120
H24 -2.012 -4.690 -2.621  0.126
H25 -0.770 -3.000 -1.898  0.073
C9 -2.807 1.123 -4.164  -0.049
C10 -2.554 1.455 -2.690  -0.272
O10 -1.230 1.956 -2.500  -0.154
H26 -2.136 0.326 -4.485  0.071
H27 -2.668 2.042 -4.737  0.083
H28 -3.817 0.746 -4.314  0.089
H29 -2.745 0.562 -2.101  0.108
H30 -3.270 2.217 -2.376  0.120
H31 -0.990 2.553 -3.218  0.106
C11 1.871 -2.317 -4.095  -0.068
C12 0.487 -1.808 -4.390  -0.278
O11 -0.374 -1.868 -3.253  -0.123
H32 2.542 -2.364 -4.952  0.087
H33 1.834 -3.340 -3.711  0.059
H34 2.313 -1.716 -3.295  0.068
H35 -0.070 -2.383 -5.132  0.121
H36 0.519 -0.757 -4.704  0.115
H37 -0.243 -1.133 -2.618  0.037
C13 -3.381 4.330 0.807  -0.058
C14 -2.183 3.514 1.318  -0.250
O12 -1.846 2.546 0.312  -0.173
H38 -3.459 5.221 1.434  0.081
H39 -4.313 3.769 0.807  0.066
H40 -3.175 4.660 -0.211  0.077
H41 -2.423 2.988 2.242  0.117
H42 -1.367 4.223 1.430  0.098
H43 -2.537 1.846 0.310  0.061
C15 3.945 0.519 3.497  -0.074
C16 2.675 -0.172 3.063  -0.281
O13 1.531 0.678 3.211  -0.104
H44 4.225 1.382 2.892  0.054
H45 4.749 -0.213 3.570  0.082
H46 3.845 0.958 4.495  0.083
H47 2.507 -1.059 3.678  0.121
H48 2.765 -0.460 2.011  0.097
H49 0.907 0.437 2.502  0.017
C17 4.417 1.560 -2.103  -0.062
C18 3.877 1.446 -0.685  -0.255
O14 2.548 0.876 -0.719  -0.172
H50 5.357 2.115 -2.096  0.083
H51 3.758 2.133 -2.759  0.074
H52 4.531 0.573 -2.551  0.067
H53 3.780 2.420 -0.209  0.089
H54 4.482 0.790 -0.058  0.120
H55 2.653 -0.100 -0.631  0.045
C19 -2.521 0.005 3.418  -0.093
C20 -2.045 -0.443 4.797  -0.289
O15 -2.985 -1.412 5.276  -0.077
H56 -1.698 0.523 2.908  0.057
H57 -3.377 0.686 3.428  0.074
H58 -2.761 -0.804 2.727  0.056
H59 -1.938 0.368 5.526  0.112
H60 -1.063 -0.915 4.777  0.101
H61 -3.839 -0.968 5.286  0.076